The following is a quantum chemistry calculation of a molecular structure, C4H5NO2 in a non-equilibrium geometry, from the OMol25 dataset.

Geometry as XYZ:
```
12
Properties=species:S:1:pos:R:3:forces:R:3
C 0.343 0.732 -0.103 4.37 -3.44 0.06
C -1.012 1.000 -0.091 0.01 5.92 0.00
C -1.610 -0.132 0.087 -0.23 -3.64 -0.76
C 0.483 -0.686 -0.006 5.49 4.03 -1.15
H 1.770 1.678 0.803 -0.02 -0.63 -2.60
H -1.582 1.966 -0.199 1.05 -1.10 0.31
H -2.593 -0.362 0.021 -2.78 -0.65 -0.10
H -0.873 -2.209 -0.701 0.54 4.23 3.58
H 2.440 -0.690 0.358 -3.52 -3.07 -2.19
N -0.670 -1.163 0.043 -6.02 -7.65 -2.25
O 1.648 1.289 -0.145 -0.88 2.43 2.95
O 1.655 -1.424 -0.067 1.99 3.56 2.14
```
Forces are in eV/Å.

Properties
* largest force on an atom: 0.1943 Eh/bohr
* lowest unoccupied orbital energy: 0.50 eV
* HOMO: -7.5 eV
* gap between HOMO and LUMO: 0.2940 Ha
* energy above the lowest of the compared OMol25 structures with the same formula, charge and spin: 98.1 kcal/mol
* energy: -360.5132 a.u.
* spin multiplicity: 1

natural (NBO) analysis output, partial charges in e: 0.08 -0.30 -0.13 0.39 0.47 0.23 0.20 0.42 0.51 -0.50 -0.70 -0.68

The following is a quantum chemistry calculation of 2 unconnected molecules or ions with the total composition C5H7N, from the OMol25 dataset.

Geometry as XYZ:
```
13
Properties=species:S:1:pos:R:3:forces:R:3
C 1.628 -0.795 -0.669 -0.05 0.12 0.06
C 1.459 0.445 -0.296 0.01 -0.03 0.02
C 1.185 1.648 0.124 0.08 -0.17 -0.07
N -1.478 0.269 1.169 0.06 -0.40 0.10
C -1.306 -0.948 0.937 -0.08 0.32 0.24
C -1.819 -0.248 -0.220 -0.17 0.02 -0.38
H 2.488 -1.148 -1.230 -0.09 0.15 0.10
H 1.491 1.981 1.111 0.00 -0.04 -0.15
H 0.607 2.331 -0.491 0.09 -0.04 0.04
H -0.964 -1.834 1.458 -0.04 0.10 -0.08
H 0.863 -1.526 -0.406 0.13 0.05 -0.09
H -2.878 -0.292 -0.471 0.16 -0.01 0.04
H -1.152 0.052 -1.028 -0.10 -0.07 0.16
```
Forces are in eV/Å.

Properties
* largest force on an atom: 0.0081 Eh/bohr
* lowest unoccupied orbital energy: 1.11 eV
* HOMO: -9.9 eV
* gap between HOMO and LUMO: 0.4039 Ha
* energy above the lowest of the compared OMol25 structures with the same formula, charge and spin: 97.9 kcal/mol
* energy: -249.3173 a.u.
* SMILES: C1=NC1.C=C=C
* spin multiplicity: 1

natural (NBO) analysis output, partial charges in e: -0.51 0.10 -0.48 -0.29 0.04 -0.33 0.23 0.23 0.23 0.21 0.21 0.18 0.19

The following is a quantum chemistry calculation of a single C3H7NOS molecule in a non-equilibrium geometry, from the OMol25 dataset.

Geometry as XYZ:
```
13
Properties=species:S:1:pos:R:3:forces:R:3
C -2.140 -0.856 0.616 -0.55 0.00 -1.03
C -1.389 -0.397 -0.629 1.30 0.21 1.19
C 1.861 -0.385 0.366 -0.28 0.88 1.19
H -2.775 -1.708 0.367 0.16 -0.18 0.08
H -2.814 -0.093 0.992 0.11 0.27 0.10
H -1.433 -1.136 1.372 0.26 -0.18 0.50
H -1.991 -0.037 -1.440 -0.56 0.03 -0.42
H -0.690 -1.152 -0.999 -0.32 -0.04 -0.07
H 1.033 1.093 1.603 0.08 -0.08 0.38
H 2.574 -0.576 1.185 0.15 0.02 -0.02
N 0.891 0.527 0.791 -0.55 -0.86 -2.02
O 1.919 -0.943 -0.692 -0.35 -0.02 -0.27
S -0.343 1.081 -0.325 0.54 -0.06 0.40
```
Forces are in eV/Å.

Properties
* largest force on an atom: 0.0440 Eh/bohr
* lowest unoccupied orbital energy: 0.74 eV
* HOMO: -8.9 eV
* gap between HOMO and LUMO: 0.3540 Ha
* energy above the lowest of the compared OMol25 structures with the same formula, charge and spin: 19.7 kcal/mol
* energy: -646.6806 a.u.
* SMILES: CCSNC=O
* spin multiplicity: 1

natural (NBO) analysis output, partial charges in e: -0.62 -0.52 0.53 0.21 0.21 0.21 0.22 0.24 0.41 0.11 -0.79 -0.57 0.36

The following is a quantum chemistry calculation of 2 unconnected molecules or ions with the total composition C4H8O, from the OMol25 dataset.

Geometry as XYZ:
```
13
Properties=species:S:1:pos:R:3:forces:R:3
O 1.843 -1.042 -1.651 0.00 0.20 0.32
C 0.951 0.884 0.823 -0.12 -0.09 -0.13
C -0.236 0.410 0.486 0.20 0.02 -0.07
C -1.514 0.612 -0.203 -0.08 0.21 -0.14
C -1.199 -0.697 0.523 0.04 -0.18 0.18
H 2.263 -1.524 -0.929 0.01 -0.10 -0.17
H 1.281 1.871 0.502 -0.11 -0.15 0.13
H 1.649 0.282 1.405 -0.14 0.14 -0.05
H 1.516 -0.250 -1.195 -0.01 -0.17 -0.21
H -2.232 1.294 0.250 0.10 -0.18 -0.07
H -1.542 0.583 -1.291 0.07 0.03 0.21
H -1.713 -0.886 1.462 0.05 -0.01 -0.15
H -1.006 -1.583 -0.085 -0.02 0.28 0.15
```
Forces are in eV/Å.

Properties
* largest force on an atom: 0.0074 Eh/bohr
* lowest unoccupied orbital energy: 0.99 eV
* HOMO: -10.1 eV
* gap between HOMO and LUMO: 0.4059 Ha
* energy above the lowest of the compared OMol25 structures with the same formula, charge and spin: 45.2 kcal/mol
* energy: -232.3737 a.u.
* SMILES: C=C1CC1.O
* spin multiplicity: 1

natural (NBO) analysis output, partial charges in e: -0.94 -0.43 0.02 -0.45 -0.45 0.46 0.21 0.20 0.48 0.23 0.23 0.22 0.23